Entry 1:
{"formula": "C4H7O2", "method": "the ωB97M-V functional and the def2-TZVPD basis", "homo_energy_ev": -15.304, "lumo_energy_ev": -6.26, "homo_lumo_gap_ev": 9.0, "charge": 1, "energy_ev": -8346.131, "e_above_lowest_ev": 2.1353, "species": ["O", "O", "C", "C", "C", "C", "H", "H", "H", "H", "H", "H", "H"], "positions_angstrom": [[-0.516641, -0.203912, -0.847094], [0.237015, -2.578421, 1.427601], [-0.730038, -0.505952, 2.109215], [0.021628, -1.462260, 1.175221], [0.358131, -0.588494, -0.065808], [-0.508393, 0.746034, -1.907714], [1.310342, -0.121197, -0.220504], [-1.353373, 0.594675, -2.571419], [0.504659, 0.974809, -2.206166], [-0.647304, 0.552356, 1.788845], [-0.445696, -0.794053, 3.187098], [-0.834177, 1.660030, -1.402554], [-1.741351, -0.888207, 2.115164]], "forces_ev_per_a": [[-1.795, -2.045, 0.749], [0.923, -1.788, -0.703], [0.844, -0.941, 1.232], [-1.560, 2.839, 0.901], [0.476, -0.140, -0.910], [-0.044, 2.532, 0.929], [1.107, 0.048, 0.304], [0.648, -0.938, -0.453], [0.088, -0.532, -0.851], [-0.211, -0.548, 0.765], [0.150, 1.049, -1.582], [0.049, 0.133, 0.130], [-0.675, 0.330, -0.509]]}

Entry 2:
{"formula": "C4H7O2P", "method": "the ωB97M-V functional and the def2-TZVPD basis", "homo_energy_ev": -10.246, "lumo_energy_ev": 0.76, "homo_lumo_gap_ev": 11.0, "smiles": "C#CCO[P@H](C)=O", "energy_ev": -17643.362, "e_above_lowest_ev": 2.2038, "species": ["P", "O", "O", "C", "C", "C", "C", "H", "H", "H", "H", "H", "H", "H"], "positions_angstrom": [[-1.272113, 0.644377, -0.904839], [-0.157339, -0.524134, -1.233689], [-2.529430, 0.096268, -1.491322], [-1.411738, 0.835218, 0.955176], [1.558084, -1.076363, 0.379408], [1.144534, -0.402521, -0.860048], [2.131772, -1.636883, 1.300828], [1.647755, -0.889289, -1.676695], [-1.851376, 1.760697, 1.127197], [-2.206112, 0.116012, 1.165427], [2.635232, -1.903151, 2.174753], [-0.820220, 1.752218, -1.569559], [-0.316735, 0.615533, 1.441627], [1.447686, 0.612018, -0.808265]], "forces_ev_per_a": [[-2.095, -3.468, 0.227], [-2.695, 1.082, 0.491], [0.695, 1.176, 0.545], [3.285, -2.049, -1.428], [1.193, -1.145, 1.649], [1.368, -1.106, 0.145], [-1.555, 1.779, -2.245], [0.952, -0.031, -0.238], [-0.214, 1.994, 0.658], [0.541, -0.404, 0.240], [0.341, -0.555, 0.710], [0.664, 0.857, 0.023], [-3.044, 0.670, -0.800], [0.563, 1.199, 0.024]]}

Entry 3:
{"formula": "C4H7O2P", "method": "the ωB97M-V functional and the def2-TZVPD basis", "homo_energy_ev": -8.975, "lumo_energy_ev": 0.28, "homo_lumo_gap_ev": 9.3, "energy_ev": -17641.218, "e_above_lowest_ev": 4.3477, "species": ["P", "O", "O", "C", "C", "C", "C", "H", "H", "H", "H", "H", "H", "H"], "positions_angstrom": [[-1.364419, 0.371175, -0.469931], [-0.377437, -2.103009, 0.433137], [-2.556361, -0.040297, 0.250640], [0.968112, 1.136057, 0.544991], [-0.024789, -0.951217, -0.227106], [-0.232063, 1.635605, 0.260042], [1.301130, -0.335894, 0.163474], [2.061290, -0.334401, -0.586305], [1.840550, 1.481772, 0.963483], [-1.514238, 0.781668, -1.698986], [-0.662384, 2.571042, 0.796951], [-1.288599, -2.243018, 0.652688], [1.570847, -1.009933, 0.983594], [0.278360, -0.959552, -2.066672]], "forces_ev_per_a": [[3.676, -0.951, 3.357], [2.238, 0.794, -0.872], [-1.887, -0.248, 0.654], [-0.830, -2.763, -1.138], [-0.978, 0.363, -3.976], [-1.221, 1.009, 1.758], [-2.049, -0.031, 0.591], [0.378, -0.269, -0.476], [1.309, 2.058, 1.338], [-0.390, 0.488, -2.660], [1.033, -1.332, -1.539], [-1.223, 0.615, -0.313], [0.671, 0.776, 0.379], [-0.725, -0.508, 2.897]]}